Run w
A molecular structure, C23H14Cl5CrN4S5Te, computed with ωB97M-V/def2-TZVPD.

```
53
Properties=species:S:1:pos:R:3
Cr 0.17935 1.38959 0.23487
Cl -1.55487 1.10002 3.59529
C 0.16511 1.07971 3.46006
C 0.70483 1.16641 2.17619
C 2.09569 1.13561 2.13242
Cl 2.66903 1.24999 0.48012
C 2.94163 1.03506 3.21603
Cl 4.65409 0.99046 3.02193
C 2.35595 0.97331 4.48064
Cl 3.34929 0.86305 5.88164
C 0.96237 0.99332 4.59654
Cl 0.25215 0.92641 6.16309
S -4.81362 1.72435 -5.04519
C -3.67169 1.68260 -3.85903
S -4.04960 1.72043 -2.16622
C -2.41501 1.53605 -1.55974
C -1.44308 1.46494 -2.49955
S 0.22652 1.19796 -2.16066
S -1.96812 1.57382 -4.16832
S -2.16529 1.38056 0.14638
N 3.30075 5.46626 -0.03542
C 2.20228 6.23492 0.20953
N 2.39380 7.57721 0.36088
N 1.01765 5.75210 0.40165
C 0.69993 4.50734 0.21761
N 0.30971 3.44006 -0.00934
H 4.07662 5.87355 -0.52870
H 3.11279 4.49417 -0.23573
H 3.18489 7.97407 -0.11872
H 1.54561 8.11767 0.29995
Te 0.43040 -1.59143 0.07338
C 0.57626 -3.78146 0.27400
C 1.32645 -4.50097 -0.64750
C 1.42480 -5.88196 -0.55579
C 0.77572 -6.55819 0.46728
C 0.02840 -5.84488 1.39299
C -0.06842 -4.46340 1.29702
C -1.28299 -1.94288 -1.15659
C -1.13435 -2.07877 -2.52844
C -2.25032 -2.25881 -3.33412
C -3.51426 -2.31544 -2.76737
C -3.65922 -2.19993 -1.39284
C -2.54642 -2.01065 -0.58745
H 1.83099 -3.97252 -1.44724
H 2.00983 -6.43135 -1.28314
H 0.85177 -7.63595 0.54097
H -0.47977 -6.36742 2.19427
H -0.65508 -3.91051 2.02038
H -0.14989 -2.00884 -2.97272
H -2.13453 -2.32574 -4.40816
H -4.38599 -2.42913 -3.39938
H -4.64572 -2.22777 -0.94769
H -2.66642 -1.88297 0.47994
```

Values from the calculation:
Spin multiplicity   5
Orbital gap (alpha / beta)   5.0 / 5.3 eV
Charge   -1

---

Run x
A molecular structure, C23H14Cl5CrN4S5Te, computed with ωB97M-V/def2-TZVPD.

```
53
Properties=species:S:1:pos:R:3
Cr -1.82455 -1.18610 1.17065
Cl -3.84938 1.43084 1.51202
C -2.28816 1.64789 2.29899
C -1.43309 0.55343 2.35980
C -0.28381 0.78301 3.11497
Cl 0.80897 -0.54323 3.39700
C 0.05112 2.01806 3.66953
Cl 1.52386 2.24254 4.54319
C -0.81206 3.09840 3.50438
Cl -0.41063 4.65106 4.14200
C -2.00929 2.90601 2.82493
Cl -3.10595 4.23379 2.62172
S -3.13372 -8.24566 2.59983
C -2.89708 -6.63675 2.26501
S -2.77724 -5.99500 0.67563
C -2.53592 -4.31329 1.09096
C -2.51797 -4.04078 2.41394
S -2.31236 -2.45552 3.11544
S -2.73680 -5.41889 3.46687
S -2.36480 -3.13599 -0.18326
N -1.63375 3.91553 -2.85085
C -1.68786 2.97910 -1.86186
N -1.85609 3.41615 -0.60211
N -1.57045 1.72577 -2.21125
C -1.65208 0.80670 -1.28216
N -1.69060 -0.03465 -0.49437
H -1.30935 4.83532 -2.60435
H -1.30462 3.56063 -3.73381
H -2.15518 4.36067 -0.43254
H -2.08251 2.74406 0.12115
Te 1.32826 -1.77718 0.34378
C 1.98242 0.23640 0.15697
C 2.81686 0.81877 1.10486
C 3.16576 2.15943 1.00447
C 2.70615 2.92485 -0.05707
C 1.89300 2.34154 -1.01903
C 1.52691 1.00774 -0.90789
C 1.80845 -2.22396 -1.66975
C 0.83807 -2.12999 -2.66244
C 1.16779 -2.38278 -3.98717
C 2.46524 -2.74056 -4.32511
C 3.43068 -2.85723 -3.33490
C 3.10272 -2.60366 -2.00989
H 3.17927 0.23259 1.93868
H 3.79776 2.60464 1.76268
H 2.98124 3.96939 -0.13420
H 1.53365 2.92593 -1.85856
H 0.88577 0.56811 -1.66090
H -0.18259 -1.88341 -2.39410
H 0.40638 -2.31010 -4.75374
H 2.72113 -2.94017 -5.35828
H 4.44111 -3.14936 -3.59296
H 3.85534 -2.69406 -1.23692
```

Values from the calculation:
Spin multiplicity   5
Orbital gap (alpha / beta)   5.2 / 5.4 eV
Charge   -1

---

Question: which arrangement is favored energetically? Ranking from most to least stable: run x, run w.

---

Run w
A single C5H7NO3 molecule, computed with ωB97M-V/def2-TZVPD.

```
16
Properties=species:S:1:pos:R:3
O 1.47612 0.93571 -0.00847
C 1.11581 -0.41900 0.11295
C 0.61396 -0.78347 1.53420
C -0.80437 -0.66624 1.00817
O -1.88502 -0.56518 1.51188
C -0.31556 -0.65427 -0.45428
C -0.92118 0.26878 -1.45075
N -2.03751 0.28514 -2.00829
H 2.33681 1.09971 0.38702
H 1.89032 -1.07207 -0.30702
H 0.84925 -1.81868 1.81999
H 0.89183 -0.10018 2.34668
H -0.40652 -1.68296 -0.83289
O -0.74009 1.83089 -1.11347
H 0.12079 1.83561 -0.65069
H -2.18464 1.50620 -1.89503
```

Values from the calculation:
SMILES   [H]/N=C(\O)[C@@H]1C(=O)C[C@@H]1O
Orbital gap   10.1 eV

---

Run x
2 unconnected molecules or ions with the total composition C5H7NO3, computed with ωB97M-V/def2-TZVPD.

```
16
Properties=species:S:1:pos:R:3
C 1.43015 -1.98600 0.28078
C 1.24659 -1.27867 -0.65878
C -2.08916 -0.79446 -0.23546
C -1.31843 0.45027 -0.22617
C -0.03323 0.64580 0.46770
N 0.87416 1.41126 -0.05030
O 1.99194 1.58714 0.88009
O 0.84020 2.02652 -1.11328
O -2.41668 0.29145 0.58215
H 1.37191 -2.59261 1.13494
H 2.32019 2.48829 0.91199
H 1.30869 -0.83441 -1.56136
H -2.71765 -0.98252 -1.00005
H -1.61852 -1.61835 0.23977
H -1.41618 1.15434 -0.97059
H 0.22602 0.03196 1.31856
```

Values from the calculation:
SMILES   [O-]/[N+](O)=C\[C@H]1CO1.C#C
Orbital gap   9.5 eV

---

Run y
2 unconnected molecules or ions with the total composition C5H7NO3, computed with ωB97M-V/def2-TZVPD.

```
16
Properties=species:S:1:pos:R:3
C 1.98523 1.56091 -0.00731
C -1.25148 0.38619 -0.16445
C -0.19672 -0.64340 -0.61888
N -1.87303 0.92293 -1.22975
C 0.34633 -1.59857 0.34161
C -0.09262 -1.77246 1.58674
O 2.36462 0.58881 0.56512
O -1.48407 0.69199 0.98636
O 0.15378 -0.61871 -1.78563
H -2.58922 1.61969 -1.11092
H -1.57708 0.64500 -2.15310
H 1.23781 2.24367 0.41731
H 2.36481 1.85852 -0.99978
H 1.16454 -2.18976 -0.05363
H -0.91317 -1.19360 1.98873
H 0.36027 -2.50124 2.23760
```

Values from the calculation:
SMILES   C=CC(=O)C(N)=O.C=O
Orbital gap   9.4 eV

---

Question: which arrangement is favored energetically? Ranking from most to least stable: run y, run w, run x.

---

Run w
A single C5H7NO3 molecule, computed with ωB97M-V/def2-TZVPD.

```
16
Properties=species:S:1:pos:R:3
C -0.87979 0.75670 0.91811
C 2.22704 0.23343 0.99688
C 1.25859 -0.00253 -0.12389
C -2.27281 0.24578 1.02797
C 1.74576 -0.36944 -1.46476
N -0.60602 1.96485 1.28011
O 3.41538 0.34682 0.88156
O -0.07321 0.00013 0.08590
O 0.45899 2.56739 1.44202
H 1.90579 0.36352 2.03626
H -2.60158 0.07648 -0.03022
H -2.86704 0.92546 1.53302
H -2.39792 -0.61974 1.76700
H 2.80458 -0.60011 -1.39066
H 1.62865 0.43298 -2.09053
H 1.22881 -1.08538 -1.94502
```

Values from the calculation:
Orbital gap (alpha / beta)   8.8 / 7.3 eV

---

Run x
2 unconnected molecules or ions with the total composition C5H7NO3, computed with ωB97M-V/def2-TZVPD.

```
16
Properties=species:S:1:pos:R:3
C 1.45020 -1.72477 -0.27988
C -0.07922 1.73614 1.07186
C -1.35682 0.00504 -1.12011
C 0.28200 -1.00872 0.30182
C 0.50399 0.84283 0.01131
O -0.81932 -0.93266 -1.66988
N -2.34323 0.67858 -0.86560
O -0.44901 -1.27683 1.18762
O 1.52640 1.11404 -0.56271
H -3.25176 0.26479 -0.70671
H 1.68649 -1.32699 -1.26187
H 2.31122 -1.54751 0.36455
H 1.18411 -2.77471 -0.39451
H -0.79184 1.22379 1.71246
H -0.58212 2.55281 0.55345
H 0.72892 2.17418 1.65821
```

Values from the calculation:
SMILES   CC(=O)C(C)=O.N=C=O
Orbital gap   7.9 eV

---

Question: which arrangement is favored energetically? Ranking from most to least stable: run x, run w.

---

Run w
2 unconnected molecules or ions with the total composition C5H8N2O3, computed with ωB97M-V/def2-TZVPD.

```
18
Properties=species:S:1:pos:R:3
C 1.95312 -1.80006 0.49995
C 1.64925 -0.56181 1.17055
C 0.44995 -0.32373 1.71329
C -0.19234 -2.53887 1.00930
C -1.51623 3.37883 -1.89779
H 0.87515 -3.67930 -0.11186
H 2.52274 0.17492 1.19859
H 0.42104 0.56425 2.27076
H -1.20409 -1.40215 2.12592
H -1.52272 2.03718 -3.12086
H -2.25944 4.06783 -1.60843
H -1.01916 2.73229 -1.13589
H -0.62518 4.11294 -1.95692
N 0.92433 -2.67505 0.31811
N -0.46956 -1.29327 1.39007
O 3.06400 -2.26915 0.17483
O -1.02711 -3.43079 0.99945
O -2.02376 2.90592 -3.03908
```

Values from the calculation:
SMILES   O=c1cc[nH]c(=O)[nH]1.CO
Orbital gap   10.0 eV

---

Run x
A molecular structure, C5H8N2O3, computed with ωB97M-V/def2-TZVPD.

```
18
Properties=species:S:1:pos:R:3
O 0.31205 0.00589 -3.07530
N 0.95357 -0.50408 -1.97890
C 0.52477 -0.04716 -0.86643
C 1.14399 -0.51490 0.39483
C 1.38960 0.45893 1.52705
C 0.21232 -0.46169 1.58740
N -1.05155 0.13033 1.25882
C -0.70931 0.82816 -0.70791
O -0.72249 2.00881 -0.97050
H 0.35727 -0.69549 -3.73260
H 1.81069 -1.37069 0.29418
H 2.23964 0.24406 2.17361
H 1.19176 1.51343 1.33145
H 0.23304 -1.30391 2.28366
H -1.44502 0.74585 1.96177
H -2.09533 -0.36185 0.62111
O -2.23908 0.12472 -0.93240
H -2.10593 -0.80040 -1.16984
```

Values from the calculation:
Orbital gap   9.8 eV

---

Question: which arrangement is favored energetically? Ranking from most to least stable: run w, run x.

---

Run w
A single C4H6F2 molecule, computed with ωB97M-V/def2-TZVPD.

```
12
Properties=species:S:1:pos:R:3
C 0.64954 1.58918 0.95553
C 0.51654 0.37748 0.04259
C -0.55772 -0.27988 -0.18362
C -0.63601 -1.59675 -0.87086
H 1.03983 2.47637 0.47581
H 1.29370 1.37457 1.79036
H -0.36541 1.82734 1.36140
H 1.50326 0.10952 -0.43011
H -1.52128 0.00695 0.35417
H -0.58121 -2.45506 -0.16641
F -1.77181 -1.73158 -1.57265
F 0.43058 -1.69813 -1.75622
```

Values from the calculation:
SMILES   C/C=C/C(F)F
Orbital gap   11.5 eV

---

Run x
A single C4H6F2 molecule, computed with ωB97M-V/def2-TZVPD.

```
12
Properties=species:S:1:pos:R:3
C -0.59899 -0.06079 -0.84940
C -0.53758 1.00957 0.23972
C 0.75816 0.32015 0.64483
C 0.16783 -0.95587 -0.01734
H -0.38400 2.05084 -0.16382
H -1.17973 0.86195 1.05220
H 1.59668 0.45293 -0.06116
H 1.07388 -0.03256 1.71368
H 1.05116 -1.69077 -0.44726
H -0.12630 -1.58213 0.75874
F -1.96214 -0.43556 -1.01144
F 0.14105 0.06223 -1.85874
```

Values from the calculation:
SMILES   FC1(F)CCC1
Orbital gap   12.0 eV

---

Question: which arrangement is favored energetically? Ranking from most to least stable: run w, run x.

---

Run w
2 unconnected molecules or ions with the total composition C2H8NO2PS, computed with ωB97M-V/def2-TZVPD.

```
15
Properties=species:S:1:pos:R:3
C -1.57735 0.36012 0.16567
C 0.17584 1.13001 -1.41479
N -0.34713 1.05922 -0.05833
O 2.16552 1.17044 0.82927
O 0.39406 0.34795 2.45070
P 0.70702 -2.41028 0.05532
S 0.92675 0.45511 1.09341
H -1.46302 -0.43143 0.98554
H -2.41870 0.90034 0.45894
H -1.71653 -0.21291 -0.76044
H 0.60078 2.18767 -1.40929
H 0.98028 0.44294 -1.60321
H -0.66266 1.05385 -2.27506
H 0.27459 -2.98590 1.20608
H 1.96056 -3.06713 0.27618
```

Values from the calculation:
Orbital gap (alpha / beta)   7.4 / 7.3 eV

---

Run x
A single C2H8NO2PS molecule, computed with ωB97M-V/def2-TZVPD.

```
15
Properties=species:S:1:pos:R:3
C 1.23371 0.99750 -0.79666
C 0.56019 0.11062 0.23921
N 1.09634 -1.20669 0.05057
O 0.16055 -2.22115 0.46283
O -1.96928 -0.48656 1.03518
P -1.24532 0.02244 -0.35580
S -1.70182 2.05807 -0.28816
H 1.30078 1.97200 -0.58508
H 2.23329 0.72510 -0.85539
H 0.78043 0.97767 -1.70924
H 0.50243 0.29548 1.36931
H 0.15233 -2.46314 1.41837
H -3.02181 1.76743 -0.32275
H 1.32605 -1.28132 -0.89724
H -1.40787 -1.26744 1.23484
```

Values from the calculation:
SMILES   C[C@H](NO)P(O)S
Orbital gap   8.8 eV

---

Run y
A molecular structure, C2H8NO2PS, computed with ωB97M-V/def2-TZVPD.

```
15
Properties=species:S:1:pos:R:3
C 0.41576 -1.76089 1.08259
C -1.84830 1.09472 0.40492
N 1.40142 0.29605 -2.10499
O 1.03256 -1.22936 -0.13674
O -1.26168 0.54486 -0.77250
P 0.93297 0.32025 -0.42466
S 1.92716 1.61093 0.66646
H -0.66819 -1.83994 0.93264
H 0.64239 -1.07969 1.86436
H 0.81115 -2.64813 1.45937
H -1.47717 0.41632 1.27006
H -2.89946 1.10040 0.19993
H -1.60059 2.14909 0.60387
H 1.87250 1.14676 -2.37569
H 0.71951 -0.12138 -2.66959
```

Values from the calculation:
Orbital gap (alpha / beta)   9.2 / 9.2 eV

---

Question: which arrangement is favored energetically? Ranking from most to least stable: run y, run x, run w.

---

Run w
A single C3H7N5O molecule, computed with ωB97M-V/def2-TZVPD.

```
16
Properties=species:S:1:pos:R:3
C -1.49540 0.30782 -0.17120
C 0.87049 0.06688 0.87066
C 2.00575 -0.49573 0.05489
H -2.38822 1.72732 -0.65913
H -1.56049 2.32094 0.46088
H 0.81094 -0.07226 2.00254
H 0.93608 1.33859 0.48509
H 2.90188 -0.01544 0.35489
H 1.93248 -1.57077 -0.01130
H 1.00537 -0.42693 -1.55352
N -1.54936 1.65384 -0.25117
N -2.37580 -0.65861 -0.56047
N -1.87871 -1.83073 -0.28626
N -0.75540 -1.74948 0.22846
N -0.41035 -0.41139 0.32531
O 1.95075 -0.18404 -1.28967
```

Values from the calculation:
SMILES   Nc1nnnn1CCO
Orbital gap   10.4 eV

---

Run x
A single C3H7N5O molecule, computed with ωB97M-V/def2-TZVPD.

```
16
Properties=species:S:1:pos:R:3
C -0.50999 0.10327 1.93996
N -1.03676 0.31371 0.61142
N 0.85723 -0.43827 1.79425
C -0.43376 -0.35169 -1.56321
N -0.56848 0.90054 -2.10254
C 0.90223 -0.77635 0.43778
O 1.87592 0.48366 2.18565
N -0.16971 -0.28060 -0.16599
N -0.45409 -1.48328 -2.10449
H 1.86306 1.26775 1.61259
H -0.96081 0.96766 -3.02703
H -0.83622 1.63096 -1.45783
H -0.63282 -1.49059 -3.10203
H -0.51389 1.02933 2.52139
H -1.11421 -0.64534 2.47055
H 1.73232 -1.23076 -0.05045
```

Values from the calculation:
Orbital gap (alpha / beta)   8.0 / 8.0 eV

---

Question: which arrangement is favored energetically? Ranking from most to least stable: run w, run x.

---

Run w
2 unconnected molecules or ions with the total composition C4H3BrO, computed with ωB97M-V/def2-TZVPD.

```
9
Properties=species:S:1:pos:R:3
C 1.02369 0.72692 -0.70944
C 2.10163 1.23955 -0.57086
C -0.15893 -0.46843 0.64232
C -1.56052 -0.53901 0.12449
O 0.43350 -0.78160 1.55488
Br 3.83028 1.71458 -0.93214
H -1.60535 -1.14719 -0.89518
H -1.86825 0.39413 -0.08584
H -2.19605 -1.13896 0.87178
```

Values from the calculation:
Orbital gap   9.4 eV

---

Run x
2 unconnected molecules or ions with the total composition C4H3BrO, computed with ωB97M-V/def2-TZVPD.

```
9
Properties=species:S:1:pos:R:3
C -0.51307 1.67576 -0.55615
C 0.79191 1.54997 -0.08063
C 2.05631 1.83726 -0.01560
C -0.46767 0.97571 0.71287
O 3.15452 2.07172 -0.08802
Br -3.55615 0.33976 -0.02140
H -0.85675 2.05670 -1.52306
H -0.81435 1.65930 1.57909
H -0.71765 -0.10740 0.64553
```

Values from the calculation:
Orbital gap (alpha / beta)   6.0 / 3.8 eV

---

Question: which arrangement is favored energetically? Ranking from most to least stable: run w, run x.